DFT (ωB97M-V/def2-TZVPD) results for C40H35DyF6OP2 as an isolated structure in a non-equilibrium geometry.

The geometry in XYZ format:
```
85
Properties=species:S:1:pos:R:3:mulliken_spin:R:1
C 0.9902 4.3393 -1.2344 0.00
C 1.8710 3.2383 -1.1614 0.00
C 2.8232 3.0315 -2.1781 0.00
C 2.9594 3.9692 -3.1954 0.00
C 2.1568 5.1117 -3.2206 0.00
C 1.1300 5.2461 -2.2860 0.00
P 1.6646 1.9234 0.1238 0.01
C 3.3616 1.1656 0.4208 0.01
C 3.7373 -0.0598 -0.1775 0.00
C 4.9847 -0.6133 0.1033 0.00
C 5.9038 0.0547 0.9155 0.00
C 5.5358 1.2605 1.5288 0.00
C 4.2592 1.7937 1.3001 0.00
Dy 0.4978 -0.3853 -0.8998 4.97
P -1.5417 0.8339 -2.1128 0.01
C -0.5753 0.7809 -3.7107 0.00
C -0.9038 1.7742 -4.6425 0.00
C 0.0847 2.2053 -5.5248 0.00
C 1.2447 1.4409 -5.7080 0.00
C 1.4173 0.2626 -4.9829 -0.01
C 0.5127 -0.1023 -3.9788 0.00
C -2.5022 -0.7306 -2.2128 0.00
C -3.1013 -1.2476 -1.0398 0.00
C -3.6617 -2.5232 -1.0523 0.00
C -3.5934 -3.3224 -2.1883 0.00
C -2.9722 -2.8266 -3.3261 0.00
C -2.4703 -1.5350 -3.3634 0.00
C -2.6570 2.2205 -1.7965 -0.01
C -2.5855 2.9261 -0.5645 0.00
C -3.5213 3.9242 -0.2806 0.00
C -4.5314 4.2058 -1.2128 0.00
C -4.6175 3.5042 -2.4199 0.00
C -3.6974 2.4906 -2.7044 0.00
C 1.2691 2.8517 1.6401 -0.01
C 1.6065 4.2024 1.8315 0.00
C 1.1943 4.8714 2.9872 0.00
C 0.4905 4.2035 3.9934 0.00
C 0.2062 2.8377 3.8420 0.00
C 0.5958 2.1662 2.6808 0.00
H -3.0737 -0.6652 -0.1075 0.00
H -4.1540 -2.9054 -0.1598 0.00
H -4.0302 -4.3220 -2.1787 0.00
H -2.8753 -3.4534 -4.2023 0.00
H -1.9628 -1.1568 -4.2552 0.00
H -1.8843 2.2511 -4.5766 0.00
H -0.0537 3.1476 -6.0513 0.00
H 1.9944 1.7485 -6.4433 0.00
H 2.2786 -0.3728 -5.1807 0.00
H 0.6460 -1.0901 -3.4939 0.01
H -1.8731 2.6139 0.2131 0.00
H -3.4810 4.4568 0.6742 0.00
H -5.2584 4.9924 -0.9961 0.00
H -5.4227 3.7007 -3.1258 0.00
H -3.8376 1.8420 -3.5759 0.00
H 2.1822 4.7345 1.0839 0.00
H 1.4296 5.9300 3.0984 0.00
H 0.1625 4.7369 4.8900 0.00
H -0.3207 2.2953 4.6345 0.00
H 0.3800 1.1024 2.5936 0.00
H 3.1015 -0.6071 -0.9044 0.01
H 5.2449 -1.5793 -0.3311 0.00
H 6.8955 -0.3616 1.0923 0.00
H 6.2233 1.7762 2.1985 0.00
H 3.9642 2.7271 1.7937 0.00
H 3.4475 2.1344 -2.1742 0.00
H 3.6870 3.7913 -3.9850 0.00
H 2.2814 5.8683 -3.9935 0.00
H 0.4047 6.0476 -2.4137 0.00
H 0.2040 4.4775 -0.4851 0.00
H -0.8338 3.2874 -3.1521 0.00
H -1.4378 3.6555 -2.9087 0.00
C -1.7657 -2.5643 1.8645 0.00
C -0.3819 -2.1143 1.4560 0.00
O -0.4481 -0.8365 0.8864 0.02
C 0.6252 -2.0057 2.6335 0.00
F 0.7825 -3.1905 3.3020 0.00
F 1.8598 -1.6370 2.1568 0.00
F 0.2486 -1.0625 3.5306 0.00
C 0.1986 -3.2633 0.5281 0.00
F -0.6845 -4.2302 0.1949 0.00
F 0.5390 -2.7070 -0.7369 0.01
F 1.3147 -3.8665 0.9596 0.00
H -2.2037 -1.8196 2.5283 0.00
H -1.7274 -3.5457 2.3704 0.00
H -2.3881 -2.6206 0.9628 0.00
```

As for the total energy: -103047.199 eV. The largest force on an atom is 0.035 hartree/bohr. Its HOMO-LUMO gap (alpha / beta) is 7.932 / 7.653 eV. Its spin multiplicity is 6. Its total charge is +2. The LUMO energy (alpha / beta) is -0.223 / -0.231 hartree. Its energy above the lowest of the compared OMol25 structures with the same formula, charge and spin is 0.585 eV.

DFT (ωB97M-V/def2-TZVPD) results for C40H35F5GeO2S3Ti as an isolated structure in a non-equilibrium geometry.

The geometry in XYZ format:
```
87
Properties=species:S:1:pos:R:3:lowdin_charge:R:1
Ti 0.1183 0.0175 0.0342 0.75
C -0.7968 -2.3758 -0.3050 -0.15
C -0.0694 -1.9576 -1.4231 -0.16
C -0.7174 -1.2817 -2.4602 -0.07
C -2.0901 -1.0900 -2.4026 -0.04
C -2.8214 -1.5236 -1.2993 -0.03
C -2.1723 -2.1400 -0.2399 -0.08
H -0.3107 -2.9372 0.4853 0.12
H 0.9798 -2.2192 -1.5152 0.13
H -0.1503 -0.9335 -3.3144 0.12
H -2.5968 -0.5935 -3.2176 0.12
H -3.8885 -1.3522 -1.2591 0.13
H -2.7311 -2.4588 0.6298 0.13
O 1.3285 0.6832 -1.3107 -0.64
S 2.3745 1.7191 -1.8612 1.15
C 3.9710 1.1927 -1.1661 -0.27
C 4.0267 -0.1923 -0.5233 -0.22
C 4.2429 -0.0812 0.9841 -0.22
C 4.0625 -1.4033 1.7138 -0.27
S 2.3131 -1.8521 1.9625 1.12
O 1.5305 -0.7669 1.1887 -0.66
C 2.0529 -1.4806 3.6506 -0.41
C 2.1848 -0.1727 4.1177 -0.06
C 1.9418 0.0749 5.4542 -0.04
C 1.5806 -0.9720 6.3027 -0.03
C 1.4575 -2.2653 5.8235 -0.04
C 1.6868 -2.5314 4.4777 -0.06
C 2.5308 1.2903 -3.5442 -0.41
C 2.7116 -0.0361 -3.9433 -0.07
C 2.8515 -0.2989 -5.2908 -0.04
C 2.8232 0.7500 -6.2130 -0.03
C 2.6495 2.0574 -5.7975 -0.04
C 2.4920 2.3412 -4.4438 -0.07
H 4.1941 1.9796 -0.4443 0.10
H 4.6598 1.3053 -2.0031 0.11
H 4.8355 -0.7676 -0.9766 0.13
H 3.1053 -0.7394 -0.7326 0.08
H 3.5775 0.6729 1.4095 0.10
H 5.2600 0.2656 1.1829 0.14
H 4.4841 -1.3836 2.7180 0.11
H 4.5084 -2.2357 1.1696 0.10
H 2.4653 0.6307 3.4496 0.11
H 2.0400 1.0791 5.8442 0.12
H 1.3945 -0.7709 7.3486 0.12
H 1.1749 -3.0682 6.4889 0.12
H 1.5780 -3.5345 4.0873 0.12
H 2.7432 -0.8381 -3.2170 0.11
H 2.9943 -1.3148 -5.6326 0.12
H 2.9411 0.5365 -7.2664 0.12
H 2.6283 2.8618 -6.5192 0.12
H 2.3362 3.3535 -4.1009 0.11
F 0.6650 4.6034 4.9960 0.16
C 0.2008 3.5809 4.2991 -0.13
C 0.8082 3.2224 3.1043 -0.14
F 1.8596 3.8916 2.6425 0.14
C 0.2989 2.1417 2.4218 -0.25
F 0.9396 1.7761 1.2509 -0.05
C -0.7797 1.3902 2.8314 -0.48
S -1.4105 0.0377 1.8877 0.76
C -1.3699 1.7782 4.0274 -0.22
F -2.4188 1.1128 4.4961 0.12
C -0.8884 2.8536 4.7597 -0.13
F -1.4607 3.1929 5.9017 0.16
Ge -1.5957 1.9655 -0.6056 0.96
C -0.9133 2.9910 -2.1129 -0.36
C -1.1180 2.6623 -3.4571 -0.12
C -0.7867 3.5443 -4.4748 -0.08
C -0.2193 4.7746 -4.1680 -0.08
C 0.0445 5.0996 -2.8452 -0.07
C -0.2981 4.2142 -1.8296 -0.13
C -3.4775 1.5538 -0.7870 -0.36
C -4.2267 1.3009 0.3644 -0.14
C -5.5868 1.0309 0.2833 -0.06
C -6.2232 1.0201 -0.9488 -0.06
C -5.4984 1.3022 -2.0992 -0.07
C -4.1396 1.5701 -2.0165 -0.12
H -1.4561 2.9197 0.5923 0.01
H -1.5602 1.7116 -3.7297 0.09
H -0.9880 3.2810 -5.5046 0.11
H 0.0139 5.4773 -4.9569 0.11
H 0.4856 6.0571 -2.6014 0.11
H -0.1327 4.5129 -0.7998 0.09
H -3.7549 1.3111 1.3375 0.06
H -6.1513 0.8404 1.1863 0.11
H -7.2835 0.8179 -1.0119 0.11
H -5.9960 1.3290 -3.0594 0.11
H -3.6121 1.8183 -2.9260 0.08
```

As for the total energy: -171852.303 eV. The largest force on an atom is 0.022 hartree/bohr. Its HOMO-LUMO gap (alpha / beta) is 6.194 / 6.197 eV. Its total charge is +2. The LUMO energy (alpha / beta) is -0.247 / -0.245 hartree. Its energy above the lowest of the compared OMol25 structures with the same formula, charge and spin is 1.212 eV.